Computed, not measured: 20 unconnected molecules or ions with the total composition C73H172O47 at a distorted geometry, with ωB97M-V/def2-TZVPD.

The geometry in XYZ format:
```
292
Properties=species:S:1:pos:R:3:forces:R:3:mulliken_charge:R:1
C 20.489 20.503 27.961 1.066 -0.240 0.547 -0.69
O 21.317 20.245 26.819 -0.277 0.917 0.520 -0.37
C 21.173 19.083 26.218 -1.314 -0.138 0.896 0.89
O 20.514 18.176 26.660 0.184 -0.528 -0.267 -0.63
O 21.813 19.173 25.094 0.612 -1.136 -1.643 -0.23
C 22.035 17.947 24.341 2.373 -0.514 1.836 -0.69
H 20.565 19.714 28.728 -0.280 0.073 -0.624 0.31
H 19.468 20.758 27.705 -0.169 -0.240 -0.210 0.25
H 20.996 21.359 28.362 -0.151 0.657 0.435 0.29
H 21.238 17.599 23.743 -1.054 0.177 -0.526 0.12
H 22.363 17.080 25.009 -0.668 1.313 -0.567 0.34
H 22.929 18.223 23.777 -0.436 -0.233 -0.391 0.28
C 16.722 16.429 20.911 0.619 -1.972 -0.062 1.76
O 15.992 17.596 21.288 -0.376 -0.277 0.081 0.30
C 15.895 18.441 20.270 1.018 -0.045 -1.087 -0.06
O 16.454 18.211 19.192 -1.570 1.361 1.618 -0.55
O 15.178 19.524 20.667 0.975 -0.416 -1.288 0.10
C 15.042 20.528 19.616 -1.678 0.433 0.769 -0.50
H 17.794 16.654 20.778 -0.562 0.133 -0.551 0.14
H 16.272 15.863 20.034 0.653 1.189 0.911 -0.74
H 16.742 15.684 21.723 -0.623 0.826 0.165 -0.98
H 15.828 20.506 18.911 1.124 -0.047 -0.385 -0.24
H 14.909 21.530 20.082 0.312 -0.852 -0.120 0.33
H 14.133 20.309 19.048 -0.037 -0.006 0.096 0.28
C 25.149 16.131 22.988 -1.334 -1.051 0.243 -0.11
O 24.839 14.789 23.443 -0.543 -0.372 -0.050 -0.41
C 23.512 14.448 23.386 1.894 0.304 -0.154 0.74
O 22.592 15.168 23.167 -0.742 1.210 -0.202 -0.37
O 23.427 13.163 23.583 0.677 -1.079 0.637 -0.37
C 22.129 12.612 23.583 -0.549 -1.725 -0.159 -0.16
H 26.148 16.372 23.293 0.584 -0.245 0.003 0.24
H 24.467 16.746 23.582 0.068 0.539 -0.929 -0.13
H 25.034 16.091 21.886 -0.069 0.789 0.709 0.25
H 21.521 12.890 24.441 0.144 0.426 0.045 0.28
H 22.238 11.500 23.626 0.210 0.948 -0.012 0.27
H 21.621 12.839 22.659 -0.299 0.260 -0.167 -0.15
C 14.325 10.599 17.268 -1.574 -1.683 -0.045 -0.43
O 14.353 10.943 18.684 0.824 -0.547 -0.272 -0.04
C 15.128 10.198 19.490 0.346 -1.252 1.081 0.55
O 15.864 9.264 19.213 -0.952 1.311 -0.282 -0.64
O 14.898 10.604 20.764 0.392 0.093 0.356 0.02
C 15.230 9.693 21.882 -0.887 -0.593 -0.568 -0.52
H 14.343 9.450 17.102 0.203 1.936 0.517 0.37
H 15.100 11.083 16.677 -0.099 0.014 0.374 0.13
H 13.299 10.947 16.952 1.281 -0.185 0.164 0.03
H 14.687 8.752 21.636 0.500 0.508 0.458 0.36
H 14.860 10.134 22.824 -0.087 0.039 -0.852 0.05
H 16.286 9.465 22.066 -0.039 0.354 -0.747 0.22
C 11.041 18.157 15.163 -0.646 0.603 -0.130 -0.51
O 11.722 19.149 15.986 1.251 -1.143 -0.528 0.55
C 11.066 20.064 16.632 -3.119 0.103 0.478 -0.27
O 9.865 20.276 16.481 1.283 0.302 0.163 -0.66
O 11.837 20.646 17.541 0.110 0.116 -0.132 0.64
C 11.348 21.863 18.155 1.107 0.637 -0.819 -0.99
H 10.883 17.232 15.739 0.221 0.351 -0.156 0.04
H 11.711 18.012 14.320 0.031 -0.275 0.135 -0.06
H 10.065 18.523 14.788 0.589 0.002 0.444 0.39
H 10.865 22.501 17.385 0.093 -0.469 0.676 0.34
H 12.290 22.323 18.473 -0.310 0.219 -0.079 0.09
H 10.752 21.711 19.043 -0.487 -0.380 -0.100 0.41
C 9.216 22.161 13.245 0.361 0.785 0.258 -0.30
O 10.367 22.991 13.100 0.106 0.922 -0.153 -0.38
C 11.595 22.538 12.835 -1.188 -0.508 -0.130 0.75
O 12.522 23.288 12.852 0.714 -0.233 -0.147 -0.53
O 11.598 21.213 12.541 -0.345 0.550 0.815 -0.40
C 12.878 20.589 12.656 0.170 -0.873 -0.686 0.43
H 8.455 22.762 13.761 0.400 -0.196 -0.089 0.21
H 9.536 21.338 13.831 -0.342 -1.090 0.548 0.01
H 8.848 21.883 12.282 -0.241 -0.418 -0.626 0.30
H 13.315 20.721 13.637 0.166 0.539 0.110 -0.18
H 13.486 20.999 11.843 0.080 -0.378 0.576 0.24
H 12.748 19.491 12.557 -0.157 0.763 -0.343 -0.30
C 15.598 21.833 10.843 0.876 0.296 -0.911 -0.09
O 16.928 22.171 11.310 -0.171 0.067 -0.022 -0.42
C 17.218 21.973 12.604 -2.199 0.298 -0.281 0.67
O 16.435 21.561 13.424 -0.281 -0.565 0.055 -0.21
O 18.408 22.405 12.853 1.043 0.356 -0.908 -0.39
C 18.845 22.354 14.189 1.873 0.853 0.029 -0.01
H 15.748 21.775 9.754 -0.249 -0.115 0.444 0.26
H 14.816 22.572 11.040 0.479 0.231 0.400 0.28
H 15.289 20.889 11.238 0.029 -0.592 0.188 -0.17
H 19.502 21.489 14.307 0.022 0.260 0.114 0.32
H 18.059 22.282 14.886 -1.032 -0.082 0.540 -0.20
H 19.384 23.323 14.331 -0.186 -0.943 0.116 0.18
C 20.297 18.125 21.015 -0.026 -1.384 -0.517 -0.07
O 20.438 17.397 19.753 -0.332 1.493 0.649 -0.25
C 20.367 18.228 18.573 -0.215 -0.505 1.023 0.74
C 20.720 17.373 17.409 -0.819 -0.905 -2.127 -0.41
O 20.423 18.130 16.251 -0.744 -0.116 -1.875 -0.19
C 20.350 17.287 15.059 -0.090 -0.380 1.499 -0.69
H 20.114 17.364 21.793 0.288 0.141 -0.387 -0.69
H 19.431 18.777 21.086 -0.187 0.250 -0.535 0.04
H 21.203 18.671 21.279 0.114 0.100 -0.173 0.85
H 21.070 19.046 18.623 0.075 0.643 0.290 0.42
H 19.319 18.578 18.376 0.866 -0.032 0.384 -0.55
H 20.026 16.512 17.427 0.361 -0.088 0.111 -0.17
H 21.715 17.030 17.122 0.542 -0.296 1.612 0.33
H 19.614 16.463 15.260 0.461 0.589 -0.271 0.15
H 21.334 16.794 14.824 -0.669 0.620 0.171 0.33
H 19.989 17.902 14.236 0.223 -0.003 0.087 0.27
C 13.306 16.332 24.978 0.659 -0.955 -1.235 -0.64
O 12.423 15.414 24.302 0.533 0.596 0.944 -0.44
C 12.072 15.983 23.062 0.416 -1.423 -0.944 0.84
C 11.272 14.922 22.263 -0.139 -0.397 0.800 -0.97
O 12.134 13.867 21.818 0.838 2.236 2.609 0.32
C 11.560 12.928 21.037 1.023 0.280 -2.900 -0.50
H 12.820 17.286 25.084 -0.255 0.383 0.462 0.44
H 14.183 16.493 24.306 -0.295 0.038 0.409 0.02
H 13.709 15.924 25.913 -0.605 -0.003 -0.163 0.39
H 13.031 16.328 22.585 -0.882 -0.358 -0.243 -0.38
H 11.428 16.836 23.179 -0.388 0.611 0.213 0.29
H 10.681 15.395 21.451 0.600 -0.208 0.071 0.03
H 10.511 14.480 22.977 0.653 0.436 -0.547 0.46
H 12.335 12.205 20.744 -0.375 -0.157 0.403 -0.05
H 11.319 13.448 20.102 -0.534 -0.394 -0.402 -0.14
H 10.686 12.515 21.426 -1.504 -1.077 0.884 0.46
C 11.836 26.374 24.939 1.764 0.524 1.906 -0.78
O 13.073 26.217 24.327 1.485 -0.064 -0.967 -0.18
C 14.168 26.905 24.946 -1.025 0.186 -0.873 -0.68
C 15.437 26.398 24.336 -0.146 0.447 0.037 0.22
O 15.745 25.250 25.086 0.879 -0.461 -0.283 -0.32
C 17.041 24.757 24.810 0.837 -0.410 1.878 -0.64
H 11.126 25.922 24.304 -1.111 -0.111 -0.540 0.21
H 11.747 27.432 25.178 -0.973 0.312 -0.302 0.33
H 11.889 25.881 25.922 -0.471 -0.204 -0.083 0.28
H 14.224 26.590 25.981 -0.189 0.567 0.568 0.38
H 14.088 28.008 24.771 -0.217 -0.677 0.466 0.37
H 16.210 27.208 24.427 -0.234 -0.803 -0.130 0.35
H 15.222 26.165 23.278 0.468 0.071 0.227 -0.28
H 17.228 24.575 23.777 -0.291 -0.861 -0.997 0.25
H 17.283 23.865 25.500 -0.649 1.267 -1.367 0.15
H 17.804 25.518 25.017 -0.059 0.175 0.440 0.43
C 20.132 10.494 21.301 -1.287 1.270 -1.502 -0.93
O 19.776 11.904 21.388 0.173 -0.797 -0.227 0.06
C 18.392 12.141 21.210 -0.768 -1.115 -1.851 -0.77
C 17.976 13.616 20.924 1.788 -1.324 0.980 0.02
O 18.547 14.245 19.794 -1.220 -0.764 0.398 0.21
C 19.939 14.386 19.850 0.597 0.131 1.870 -0.08
H 21.178 10.478 21.105 0.933 -0.087 0.154 0.26
H 19.643 10.031 20.395 0.212 0.351 0.980 0.31
H 19.877 9.965 22.201 -0.198 -0.324 0.450 0.30
H 17.869 11.781 22.073 -0.571 0.189 0.904 0.34
H 17.958 11.435 20.420 0.774 0.971 0.334 0.11
H 18.269 14.120 21.877 -0.342 0.354 -0.645 -0.35
H 16.908 13.557 20.788 -0.387 0.314 0.060 0.23
H 20.205 15.095 20.727 -0.047 -1.273 -1.257 -0.30
H 20.187 14.864 18.940 0.565 0.547 -0.783 -0.07
H 20.438 13.391 19.925 -0.207 0.949 0.096 0.35
C 13.260 15.171 19.486 -0.335 0.447 -0.483 0.47
O 13.198 14.507 18.234 0.322 -0.229 0.336 0.46
C 13.172 15.341 17.098 0.511 -0.333 0.896 1.41
C 12.557 14.574 15.986 -2.068 -0.635 -0.071 -0.20
O 11.083 14.509 16.139 0.645 -1.128 -0.019 -0.51
C 10.693 13.389 16.939 0.718 -0.214 1.903 -0.10
H 13.598 14.370 20.159 -0.077 0.916 0.163 0.00
H 12.229 15.517 19.703 0.389 -0.176 0.424 -0.09
H 13.879 16.124 19.515 -0.115 -1.214 -0.220 -0.56
H 14.209 15.568 16.903 0.477 0.497 -0.675 -0.49
H 12.649 16.261 17.350 -0.327 0.259 -0.345 -0.12
H 12.977 13.560 15.856 -0.089 0.355 0.398 0.16
H 12.652 15.061 15.050 0.441 0.753 -0.842 -0.48
H 9.607 13.202 17.045 0.384 0.603 -0.833 0.38
H 11.035 13.592 17.989 -0.256 -0.321 -0.791 -0.28
H 11.181 12.415 16.674 -0.289 0.826 -0.301 0.16
C 14.629 25.312 20.864 0.293 0.840 -0.685 -0.82
O 14.019 24.825 19.706 -0.616 -1.066 -0.256 -0.35
C 14.855 24.837 18.605 -0.815 -0.707 -2.545 -0.53
C 14.095 24.514 17.271 0.938 0.134 -0.641 -0.93
O 14.283 23.137 16.888 0.205 0.552 0.939 0.38
C 13.997 22.764 15.560 -1.506 0.824 -0.780 -0.58
H 15.446 24.691 21.244 -0.039 -0.218 -0.036 0.22
H 13.831 25.401 21.586 0.076 0.243 0.422 0.36
H 15.058 26.285 20.545 -0.064 -0.048 0.891 0.36
H 15.650 24.123 18.592 0.736 -0.888 0.682 0.17
H 15.339 25.778 18.471 0.271 1.211 0.092 0.58
H 14.457 25.121 16.411 0.287 -0.096 0.635 0.49
H 13.071 24.838 17.363 -0.832 -0.422 0.239 0.34
H 14.563 21.864 15.327 -0.150 -0.052 0.103 -0.17
H 14.226 23.522 14.763 0.194 -0.315 0.922 0.43
H 12.878 22.615 15.434 1.073 -0.195 0.142 -0.06
C 20.356 24.934 18.238 -0.996 0.596 -1.425 -0.83
O 19.215 24.069 17.979 0.601 0.452 0.463 -0.25
C 19.608 22.703 17.775 -0.194 0.675 -0.047 -0.84
C 18.343 21.875 17.601 0.069 0.652 -0.721 1.13
O 18.667 20.821 16.727 -0.028 -0.149 -0.850 -0.64
C 17.621 19.918 16.417 -1.145 -0.987 2.317 0.55
H 20.027 26.052 18.324 0.408 -2.333 0.002 0.20
H 21.042 24.828 17.377 -0.170 0.344 0.152 0.33
H 20.912 24.574 19.083 0.090 0.125 0.822 0.31
H 20.269 22.393 18.553 0.463 -0.397 0.935 0.50
H 20.170 22.613 16.846 0.069 0.001 -0.271 0.53
H 17.772 22.657 17.077 -0.976 -0.553 0.173 -0.02
H 17.822 21.502 18.501 0.352 0.346 -0.148 -0.72
H 17.545 19.234 17.279 -0.257 0.204 0.189 -0.53
H 17.843 19.176 15.669 0.567 0.613 -1.014 0.44
H 16.570 20.302 16.324 1.101 0.403 -0.402 -0.36
C 14.564 19.477 25.119 0.691 0.610 0.414 -0.60
O 15.958 19.370 25.317 0.446 0.529 -1.384 -0.57
C 16.719 19.939 24.203 -1.513 0.330 0.115 0.17
C 18.194 19.832 24.559 0.041 -0.796 0.475 -0.99
O 18.709 18.707 23.870 0.822 1.363 -0.918 0.91
C 18.192 17.510 24.305 1.026 -1.620 -0.475 -0.71
H 14.273 20.512 25.071 -0.141 0.690 -0.666 0.38
H 14.113 19.168 26.018 -0.528 -0.806 1.214 0.45
H 14.151 18.889 24.318 0.135 -0.123 -0.723 -0.10
H 16.339 20.964 23.916 0.476 -0.610 1.025 0.73
H 16.489 19.388 23.249 0.429 -0.020 0.878 -0.14
H 18.386 19.624 25.639 -0.719 0.401 -0.364 0.22
H 18.793 20.700 24.300 -0.143 0.040 -0.330 0.16
H 18.576 17.275 25.282 0.108 -0.182 0.713 0.32
H 18.612 16.774 23.598 -0.308 -0.100 0.284 -0.09
H 17.126 17.415 24.318 -0.821 0.244 -0.169 0.02
C 15.571 12.050 13.635 0.192 0.499 -0.393 -1.01
O 15.427 12.544 14.988 -1.095 -0.360 -2.388 0.12
C 16.712 12.739 15.454 0.475 0.376 1.376 -1.48
C 16.760 13.682 16.634 -0.200 -0.032 1.397 0.79
O 17.034 15.024 16.245 0.257 -0.377 -0.524 -0.57
C 17.042 15.920 17.358 -0.409 0.017 -1.622 1.85
H 14.628 11.863 13.103 0.006 -0.360 0.896 0.30
H 16.303 11.218 13.535 -0.757 0.028 0.460 0.32
H 16.025 12.828 13.025 0.210 0.435 0.000 0.32
H 17.331 13.324 14.769 0.299 -0.768 -0.679 0.57
H 17.059 11.707 15.718 0.690 0.979 -0.169 0.35
H 17.538 13.285 17.290 0.344 0.317 0.195 0.05
H 15.850 13.691 17.263 -0.052 -0.290 -0.381 -0.21
H 17.896 15.786 17.965 0.891 -0.495 0.973 -0.14
H 16.130 15.706 17.897 -0.290 0.560 0.563 -0.20
H 17.123 16.942 16.962 -0.535 -0.335 0.106 -0.83
C 12.786 10.769 26.423 0.690 0.791 0.844 -0.79
O 13.772 11.152 25.487 -0.319 0.703 -0.353 -0.28
C 13.738 12.513 25.096 0.793 0.289 -0.219 -0.71
C 14.413 12.725 23.738 0.276 -1.066 -0.837 0.84
O 15.798 12.228 23.634 -1.556 0.553 0.079 -0.28
C 16.704 13.155 24.174 -0.389 0.407 0.543 -0.71
H 13.001 11.155 27.455 -0.144 -0.022 -0.764 0.28
H 12.923 9.720 26.458 -0.356 -1.166 0.236 0.28
H 11.753 11.029 26.164 0.198 0.076 -0.269 0.30
H 14.257 13.183 25.846 -0.576 -0.718 -0.415 0.24
H 12.717 12.879 24.939 -0.058 -0.013 0.291 0.51
H 14.356 13.788 23.561 0.396 0.639 -0.040 -0.33
H 13.831 12.333 22.852 0.713 -0.218 1.231 -0.27
H 17.715 12.871 23.912 0.168 -0.192 0.056 0.27
H 16.610 13.249 25.271 0.133 -0.163 -0.262 0.34
H 16.502 14.146 23.759 0.127 0.222 -0.087 0.17
C 11.874 17.011 10.507 1.712 1.117 1.002 -0.91
O 13.030 17.396 11.315 -0.994 -0.439 -0.063 -0.27
C 13.627 16.334 12.029 1.313 0.561 -1.181 -0.95
C 14.688 16.918 12.882 0.276 0.758 -0.138 -0.80
O 14.040 17.383 14.049 -1.571 -0.979 -1.608 0.54
C 14.888 18.103 14.804 0.867 1.936 2.534 -0.55
H 11.604 17.963 10.046 0.120 -0.387 -0.676 0.24
H 11.033 16.811 11.163 -0.117 -0.878 0.013 0.32
H 12.242 16.215 9.837 -0.920 0.281 0.043 0.35
H 14.048 15.594 11.365 0.181 -0.309 -0.607 0.63
H 13.046 15.820 12.721 -2.060 -0.892 0.962 0.40
H 15.144 17.738 12.337 0.029 0.639 -0.121 0.19
H 15.544 16.279 13.089 -0.165 -0.642 0.454 0.42
H 14.356 18.464 15.759 0.856 -0.907 -1.169 -0.11
H 15.227 19.048 14.325 0.077 -0.446 -0.088 0.24
H 15.736 17.430 14.982 0.424 0.590 0.732 0.25
C 17.928 21.832 21.900 -0.803 2.183 -0.904 -0.03
O 18.891 22.415 22.747 1.659 -0.079 -0.764 -0.21
C 20.192 22.080 22.150 0.735 1.172 1.695 0.28
C 21.454 22.395 23.088 -2.842 0.024 -0.377 -0.90
O 21.694 23.755 23.044 0.543 1.038 -0.049 -0.37
C 22.912 24.181 23.647 -1.121 0.547 -1.280 -0.93
H 16.923 22.169 22.205 0.419 -0.073 0.034 0.16
H 17.997 20.796 22.011 -0.099 -1.961 -0.236 -0.25
H 18.037 22.140 20.808 0.131 -0.355 1.140 0.15
H 20.277 22.664 21.225 0.168 -0.145 0.071 0.37
H 20.229 21.024 21.936 -0.152 -0.567 -0.164 -0.18
H 22.298 21.873 22.716 0.882 -0.930 -0.493 0.58
H 21.243 22.086 24.119 -0.027 -0.297 -0.036 0.24
H 22.916 24.089 24.688 0.164 -1.269 1.839 0.36
H 22.851 25.239 23.597 0.258 1.227 -0.688 0.32
H 23.813 23.842 23.147 0.096 -0.392 -0.011 0.32
C 9.940 19.581 22.851 -0.196 -1.078 -1.154 -0.55
O 10.805 20.328 21.991 0.161 -0.018 -0.042 -0.52
C 11.753 19.470 21.302 -0.509 -0.141 0.893 0.46
C 11.187 18.803 20.091 -0.296 0.978 -1.459 0.09
O 10.379 17.683 20.319 -0.584 0.029 -0.382 -0.19
C 9.553 17.480 19.172 0.275 -0.976 -0.357 -0.72
H 10.435 19.158 23.720 0.604 0.052 0.247 0.15
H 9.584 18.716 22.249 -0.282 0.466 0.621 0.19
H 9.094 20.151 23.242 0.254 0.355 -0.507 0.33
H 11.974 18.671 22.027 0.986 0.348 -0.169 -0.23
H 12.589 20.108 20.944 -0.342 -0.507 0.781 -0.10
H 11.899 18.567 19.284 0.623 -0.159 0.526 0.16
H 10.619 19.594 19.595 -0.566 0.082 -0.011 0.14
H 10.151 17.346 18.221 -0.344 0.231 0.919 0.08
H 8.816 18.274 19.013 0.258 0.149 0.152 0.32
H 9.016 16.545 19.350 0.033 0.090 -0.079 0.36
```
Positions in Å, forces in eV/Å.

Summary:
- orbital gap (eV) = 9.70
- max |F| (eV/A) = 3.5
- E (Eh) = -6420.15767
- charge = 0
- 2S+1 = 1